Record 1
ORCA calculation (wB97M-V/def2-TZVPD) on one molecule with the formula C4H12N2S.

The geometry in XYZ format:
```
19
Properties=species:S:1:pos:R:3:forces:R:3:lowdin_charge:R:1
N -1.818 -1.044 2.108 -0.05 0.18 -0.02 -0.01
C -0.881 -0.935 0.994 -0.13 -0.04 -0.23 -0.26
C -0.076 0.380 0.885 -0.06 0.11 -0.19 -0.43
N 0.330 0.949 2.158 0.24 0.26 -0.41 0.03
C 1.198 0.227 0.037 -0.42 0.02 0.08 -0.25
C 1.015 -0.499 -1.289 -0.02 -0.12 0.11 -0.57
S 0.134 0.473 -2.544 -0.14 0.02 -0.03 0.70
H -2.546 -0.342 2.025 -0.05 -0.07 -0.08 0.07
H -1.362 -0.856 2.992 0.12 -0.08 -0.02 0.05
H -1.469 -1.085 0.077 0.21 0.07 0.13 0.11
H -0.179 -1.773 1.036 0.01 -0.07 0.20 0.11
H -0.703 1.129 0.383 -0.06 -0.09 0.14 0.13
H -0.433 1.308 2.711 0.05 -0.23 0.16 0.07
H 0.941 0.329 2.669 -0.14 0.01 0.29 0.07
H 1.575 1.240 -0.120 0.23 -0.10 -0.06 0.10
H 1.948 -0.312 0.620 0.03 -0.06 0.10 0.11
H 1.970 -0.841 -1.678 0.14 0.20 -0.10 0.06
H 0.419 -1.399 -1.147 -0.03 -0.05 -0.01 0.05
H 0.468 1.677 -2.065 0.06 0.03 -0.05 -0.15
```
Positions in Å, forces in eV/Å.

Its SMILES is NC[C@@H](N)CCS. The calculation puts the LUMO energy at 0.917 eV. The total energy comes out at -667.29230 Eh. For the frontier orbital gap, the calculation gives 9.99 eV. Its spin multiplicity is 1. For the energy relative to the best compared isomer or geometry (same formula, charge and spin), the calculation gives 0.070 eV.

***

Record 2
ORCA calculation (wB97M-V/def2-TZVPD) on one molecule with the formula C4H12N2S.

The geometry in XYZ format:
```
19
Properties=species:S:1:pos:R:3:forces:R:3:lowdin_charge:R:1
N -2.863 0.157 1.204 -0.53 -0.79 0.02 0.01
C -1.683 -0.315 0.496 -0.58 0.23 -0.94 -0.28
C -0.373 -0.087 1.177 2.19 -0.10 0.51 -0.43
N -0.216 -0.946 2.366 -0.31 0.04 0.66 0.02
C 0.817 -0.432 0.219 -0.31 0.62 0.61 -0.23
C 1.135 0.775 -0.682 -1.25 -1.20 -0.75 -0.54
S 1.706 0.363 -2.397 0.80 0.04 0.84 0.68
H -2.756 0.950 1.819 0.41 0.04 -0.18 0.06
H -3.278 -0.596 1.733 -0.05 0.09 0.13 0.06
H -1.715 0.087 -0.525 0.42 0.76 0.17 0.11
H -1.768 -1.365 0.191 -0.18 -0.22 0.91 0.13
H -0.243 0.954 1.522 -0.34 0.12 -0.50 0.14
H 0.737 -0.901 2.714 0.21 -0.13 -0.47 0.06
H -0.699 -0.525 3.156 -0.52 -0.19 -0.20 0.06
H 1.701 -0.682 0.812 -0.12 -0.22 -0.06 0.10
H 0.474 -1.310 -0.318 0.39 -0.12 -0.40 0.10
H 0.132 1.183 -0.849 0.57 0.83 0.04 0.05
H 1.838 1.458 -0.218 -0.17 0.18 -0.07 0.07
H 0.525 0.476 -2.958 -0.63 0.03 -0.31 -0.18
```
Positions in Å, forces in eV/Å.

Its SMILES is NC[C@@H](N)CCS. The calculation puts the LUMO energy at 0.932 eV. The total energy comes out at -667.27551 Eh. For the frontier orbital gap, the calculation gives 10.00 eV. Its spin multiplicity is 1. For the energy relative to the best compared isomer or geometry (same formula, charge and spin), the calculation gives 0.527 eV.

***

Repeat the second record exactly.
ORCA calculation (wB97M-V/def2-TZVPD) on one molecule with the formula C4H12N2S.

The geometry in XYZ format:
```
19
Properties=species:S:1:pos:R:3:forces:R:3:lowdin_charge:R:1
N -2.863 0.157 1.204 -0.53 -0.79 0.02 0.01
C -1.683 -0.315 0.496 -0.58 0.23 -0.94 -0.28
C -0.373 -0.087 1.177 2.19 -0.10 0.51 -0.43
N -0.216 -0.946 2.366 -0.31 0.04 0.66 0.02
C 0.817 -0.432 0.219 -0.31 0.62 0.61 -0.23
C 1.135 0.775 -0.682 -1.25 -1.20 -0.75 -0.54
S 1.706 0.363 -2.397 0.80 0.04 0.84 0.68
H -2.756 0.950 1.819 0.41 0.04 -0.18 0.06
H -3.278 -0.596 1.733 -0.05 0.09 0.13 0.06
H -1.715 0.087 -0.525 0.42 0.76 0.17 0.11
H -1.768 -1.365 0.191 -0.18 -0.22 0.91 0.13
H -0.243 0.954 1.522 -0.34 0.12 -0.50 0.14
H 0.737 -0.901 2.714 0.21 -0.13 -0.47 0.06
H -0.699 -0.525 3.156 -0.52 -0.19 -0.20 0.06
H 1.701 -0.682 0.812 -0.12 -0.22 -0.06 0.10
H 0.474 -1.310 -0.318 0.39 -0.12 -0.40 0.10
H 0.132 1.183 -0.849 0.57 0.83 0.04 0.05
H 1.838 1.458 -0.218 -0.17 0.18 -0.07 0.07
H 0.525 0.476 -2.958 -0.63 0.03 -0.31 -0.18
```
Positions in Å, forces in eV/Å.

Its SMILES is NC[C@@H](N)CCS. The calculation puts the LUMO energy at 0.932 eV. The total energy comes out at -667.27551 Eh. For the frontier orbital gap, the calculation gives 10.00 eV. Its spin multiplicity is 1. For the energy relative to the best compared isomer or geometry (same formula, charge and spin), the calculation gives 0.527 eV.